[1]
DFT (wB97M-V/def2-TZVPD) results for C25H60Li4N4O11 as an isolated structure.

```
104
Properties=species:S:1:pos:R:3:lowdin_charge:R:1
Li -0.44917 3.60934 -1.70007 0.856
Li 1.99353 2.10321 -1.27593 0.705
Li -1.30058 4.24765 1.05925 0.847
Li 0.06985 0.48094 1.59623 0.611
C 0.52164 2.56555 0.82010 -1.128
O 0.49333 3.50505 0.04886 -0.175
O -0.36003 2.48772 1.66993 -0.104
O 1.30106 1.64012 0.57702 -0.097
C -3.31982 0.73668 0.46033 -0.144
O -4.53380 0.40145 -0.13238 -0.130
C -4.49639 0.79072 -1.55358 -0.198
C -5.66960 0.50841 -2.36802 -0.200
N -5.73231 -0.52462 -3.44870 -0.038
C -5.06132 -1.71188 -2.93772 -0.214
C -5.59948 -2.87701 -3.79750 -0.219
O -6.98008 -3.08208 -3.53876 -0.199
C -7.45868 -4.29350 -4.08491 -0.102
H -2.37079 0.62962 -0.06502 0.051
H -3.30841 0.23080 1.42576 0.102
H -3.32148 1.81549 0.61602 0.069
H -3.56304 0.48267 -2.02481 0.112
H -4.44798 1.87938 -1.57783 0.110
H -5.81564 1.37619 -3.01124 0.116
H -6.64593 0.36055 -1.90649 0.141
H -6.69049 -0.81935 -3.32580 0.091
H -5.30244 -1.98735 -1.91104 0.123
H -3.98275 -1.60493 -2.82219 0.084
H -5.10004 -3.83571 -3.65772 0.115
H -5.44440 -2.61486 -4.84409 0.120
H -7.27069 -4.43214 -5.14959 0.095
H -8.49961 -4.40841 -3.78262 0.093
H -7.00065 -5.09912 -3.51107 0.084
C -2.27540 -2.93169 2.82839 -0.057
O -1.82891 -1.57834 3.00701 -0.204
C -1.42779 -1.33926 4.35062 -0.235
C -1.01382 0.03850 4.72097 -0.209
N -0.15150 0.61010 3.71536 -0.092
C 1.12461 1.04545 4.31530 -0.172
C 2.17199 0.00591 4.85616 -0.175
O 3.01041 -0.58962 3.85678 -0.211
C 3.90129 0.36636 3.09649 -0.049
H -3.20331 -3.17417 3.34634 0.102
H -1.42829 -3.53770 3.14972 0.083
H -2.40625 -3.07459 1.75575 0.078
H -0.58276 -1.99343 4.56528 0.126
H -2.10480 -1.49906 5.18980 0.133
H -0.67686 -0.08450 5.75025 0.138
H -1.90753 0.66182 4.74979 0.132
H -0.56831 1.45479 3.35085 0.062
H 0.98555 1.68428 5.18745 0.117
H 1.55966 1.80491 3.66565 0.106
H 1.88775 -0.86855 5.44151 0.127
H 2.84374 0.54766 5.52202 0.118
H 3.32378 0.54536 2.18955 0.041
H 4.82553 -0.13098 2.80231 0.086
H 4.12144 1.34233 3.52907 0.090
C -1.43167 -1.93687 -3.85313 -0.100
O -1.80423 -1.99068 -2.50651 -0.192
C -0.93013 -1.25682 -1.65869 -0.203
C -1.00941 -1.92320 -0.31381 -0.177
N -0.07917 -1.35559 0.67753 -0.097
C 1.31977 -1.71945 0.41256 -0.173
C 1.63210 -3.27914 0.44389 -0.157
O 0.84698 -3.79533 1.50743 -0.238
C 1.31306 -4.89373 2.33420 -0.043
H -2.00458 -2.63920 -4.45862 0.100
H -0.40014 -2.27255 -3.95975 0.090
H -1.60142 -0.94169 -4.26411 0.093
H -1.24346 -0.22523 -1.49818 0.091
H 0.03570 -1.21470 -2.16219 0.104
H -0.86406 -3.00330 -0.29482 0.129
H -1.99942 -1.83698 0.13401 0.111
H -0.16461 -1.99912 1.45127 0.067
H 1.90413 -1.23602 1.19544 0.107
H 1.60936 -1.37994 -0.58190 0.084
H 2.67933 -3.38012 0.72889 0.128
H 1.31880 -3.62862 -0.53988 0.120
H 0.57939 -5.44895 2.91863 0.087
H 2.06124 -4.44518 2.98775 0.095
H 1.64214 -5.70483 1.68466 0.091
C 3.59329 -0.46824 -2.28429 -0.051
O 3.58889 0.82687 -1.60836 -0.290
C 4.77952 0.99405 -0.83152 -0.160
C 4.70718 2.47658 -0.25088 -0.158
N 3.98373 3.39108 -1.12227 -0.114
C 3.78232 4.67419 -0.43135 -0.186
C 4.98160 5.59281 -0.72955 -0.206
O 5.23541 5.57821 -2.11483 -0.186
C 5.86667 6.70870 -2.62054 -0.097
H 3.78349 -1.21502 -1.51342 0.083
H 4.52083 -0.58262 -2.84525 0.099
H 2.68248 -0.66096 -2.85121 0.091
H 5.72467 0.88043 -1.36245 0.128
H 4.85072 0.24633 -0.04164 0.116
H 5.71904 2.88036 -0.21618 0.126
H 4.12317 2.47286 0.66946 0.103
H 4.54273 3.64790 -1.92331 0.105
H 3.55432 4.48231 0.61713 0.124
H 2.85819 5.03843 -0.88015 0.098
H 5.78850 5.18442 -0.12109 0.121
H 4.85484 6.55982 -0.24281 0.130
H 6.93497 6.65554 -2.41077 0.098
H 5.35696 7.63409 -2.35230 0.100
H 5.94279 6.64291 -3.70589 0.094
```

Charge: +2
Gap between HOMO and LUMO (Eh): 0.1882
Multiplicity: 1
HOMO energy (eV): -12.55

***

[2]
DFT (wB97M-V/def2-TZVPD) results for C18H20N2O2S as an isolated structure.

```
43
Properties=species:S:1:pos:R:3:lowdin_charge:R:1
C 3.75706 -0.80806 0.80326 -0.164
H 3.29701 -0.08776 1.59114 0.146
C 3.64572 -2.13891 1.04076 -0.377
H 4.28917 -2.43007 2.04195 0.154
H 4.42968 -2.75726 0.37368 0.159
C 2.34555 -2.83012 1.30017 -0.257
N 1.56339 -2.77640 0.14276 -0.019
C 0.61949 -1.67999 -0.21835 -0.422
O 0.21324 -1.05317 0.72779 0.033
C -0.02759 -1.61126 -1.46064 -0.034
C -0.08578 -2.78832 -2.55681 0.008
C -0.41804 -2.66756 -3.82539 -0.110
C -0.86540 -1.37124 -3.99807 -0.129
C -1.20253 -0.37013 -3.31072 -0.022
C -0.54983 -0.38617 -1.99441 -0.135
N -0.80740 0.46298 -0.99866 0.070
C -1.14259 1.87088 -1.10902 -0.363
O -1.40617 2.28727 -2.29975 0.034
C -1.31526 2.79587 -0.09235 -0.228
C -0.64276 3.77778 0.04033 -0.159
C -0.45401 4.65220 1.13891 0.018
C -1.35461 4.02322 2.24460 -0.111
C -2.08494 3.00126 2.17670 -0.177
C -2.10695 2.10343 1.11239 -0.662
S -2.91486 0.94428 0.70756 1.126
C -3.29535 0.37299 2.68778 -0.174
H -3.86815 0.95842 3.32694 -0.011
H -3.73496 -0.65586 2.49537 0.037
H -2.31381 0.16111 3.25280 0.076
H -2.60431 2.72512 3.18804 0.141
H -1.28818 4.83807 3.09259 0.136
H 0.13081 5.60907 1.17882 0.104
H -0.05889 4.19833 -0.85357 0.164
H -0.46797 0.30881 -0.00421 0.115
H -1.51054 0.52669 -3.54758 0.050
H -1.56617 -1.35499 -5.25537 0.203
H -0.34339 -3.38055 -4.38937 0.016
H 0.21424 -3.83845 -1.93857 0.160
H 1.90955 -3.08102 -0.85773 0.163
H 2.20315 -3.95126 1.42620 0.138
H 1.68385 -2.18405 2.13663 0.186
H 4.74141 -0.73764 0.65897 0.042
H 3.38712 -0.67751 -0.17557 0.076
```

Gap between HOMO and LUMO (Eh): 0.2728
Multiplicity: 1
HOMO energy (eV): -7.44

***

[3]
DFT (wB97M-V/def2-TZVPD) results for C6H10BNO2 as an isolated structure.

```
20
Properties=species:S:1:pos:R:3:lowdin_charge:R:1
B 0.13163 -2.01471 -0.46048 -0.679
C 0.79168 0.41326 1.18427 -0.098
C 0.07792 -0.31081 2.09767 -0.125
C -1.71206 -0.66318 0.62744 -0.194
C -0.82132 -0.77356 -0.47137 -0.045
C 0.46037 0.69166 -0.19883 -0.218
C -0.13576 2.03253 -0.50005 -0.086
N -1.24758 -0.59776 1.81112 0.061
O -0.54137 -3.06633 0.13365 0.206
O 1.31116 -1.80289 -1.06829 0.155
H 1.58421 0.88684 1.73289 0.096
H 0.36625 -0.61074 3.07260 0.096
H -2.78927 -0.37594 0.44548 0.137
H -1.31132 -0.28250 -1.29849 0.115
H 1.11700 0.39217 -0.99246 0.106
H -1.14202 2.07623 -0.16092 0.058
H -0.08688 2.35355 -1.55105 0.077
H 0.36861 2.90106 0.09295 0.114
H -0.11203 -3.85345 0.11120 0.047
H 2.00365 -2.51913 -1.34782 0.178
```

Gap between HOMO and LUMO (Eh): 0.2964
Multiplicity: 1
HOMO energy (eV): -7.89

***

[4]
DFT (wB97M-V/def2-TZVPD) results for an isolated ion of composition C10H9O2 and charge +1.

```
21
Properties=species:S:1:pos:R:3:lowdin_charge:R:1
C 2.08046 -3.67430 0.51117 0.037
C 0.75424 -3.14735 0.43339 0.096
C 2.91015 -2.56978 0.30148 -0.036
C 0.92053 -1.79137 0.19844 -0.179
C -2.24436 -0.16981 -0.12874 0.061
C -0.10122 -0.80299 0.17686 -0.093
C -1.53420 0.98083 -0.26004 -0.188
C -0.10027 0.61498 -0.00668 -0.126
C 0.82958 1.56923 -0.17756 0.232
C -1.87300 2.42706 -0.44920 -0.030
O 2.22824 -1.45171 0.18082 0.086
O -1.31967 -1.22887 0.15497 0.103
H 2.41786 -4.65861 0.51742 0.103
H -0.11286 -3.62551 0.71124 0.115
H 3.99874 -2.35333 0.15732 0.170
H -3.37396 -0.35829 -0.37060 0.189
H 0.55097 2.57461 -0.39092 0.083
H 1.87672 1.33803 -0.15063 0.095
H -1.44090 2.80891 -1.40326 0.114
H -1.37980 2.97527 0.25929 0.044
H -2.94805 2.72422 -0.26496 0.123
```

Charge: +1
Gap between HOMO and LUMO (alpha / beta) (Eh): 0.2578 / 0.2578
Multiplicity: 1
HOMO energy (alpha / beta) (eV): -12.83 / -12.83